Record 1
C29H48Cl2MnN3O4SSi | ωB97M-V/def2-TZVPD

Computed properties:
Max |F|: 0.0443 Eh/bohr
2S+1: 6
Electronic energy: -4358.2114 hartree
Frontier orbital gap (spin up / spin down): 0.16605 / 0.16462 Eh
Expectation value of S²: 8.76
Charge: -1

Last column: Löwdin charge in e.
Element x y z (Å)
C1 -1.927 0.588 -4.963  -0.0623
C2 -1.750 -0.576 -4.043  -0.2112
H1 -1.075 0.693 -5.656  0.0737
H2 -1.953 1.493 -4.357  0.0032
H3 -2.866 0.506 -5.545  0.0925
C3 -1.308 -1.765 -4.488  -0.1489
C4 -0.566 -2.014 -5.765  -0.1313
H4 -1.472 -2.657 -3.881  0.0934
H5 0.100 -1.176 -6.028  0.0606
H6 -1.232 -2.208 -6.617  0.0616
H7 0.075 -2.902 -5.645  0.0560
Mn1 2.831 0.237 0.254  0.6450
Cl1 -3.573 3.106 -0.560  0.3431
C5 0.718 -1.760 1.461  -0.2870
O1 1.908 -1.501 1.116  -0.1425
N1 0.459 -2.771 2.287  -0.1507
C6 1.570 -3.622 2.705  -0.0404
C7 -0.888 -3.241 2.619  -0.0242
H8 -0.160 -1.196 1.067  0.0664
H9 2.469 -3.033 2.925  0.0867
H10 1.804 -4.370 1.933  0.0925
H11 1.249 -4.159 3.602  0.0817
H12 -1.613 -2.445 2.423  0.0766
H13 -0.885 -3.521 3.679  0.0868
H14 -1.138 -4.134 2.035  0.0737
H15 1.125 2.283 4.766  0.0909
H16 -1.258 2.939 3.748  0.0710
C8 1.582 2.845 3.943  -0.0266
C9 -0.635 3.570 3.095  -0.0180
N2 0.644 2.913 2.823  -0.1516
H17 2.503 2.360 3.612  0.0827
C10 0.910 2.255 1.691  -0.2364
O2 1.976 1.613 1.540  -0.1463
H18 -1.175 3.740 2.149  0.0966
H19 0.116 2.304 0.903  0.1453
H20 1.801 3.848 4.319  0.0883
H21 -0.458 4.519 3.615  0.0895
H22 3.626 -0.283 -3.557  0.0511
H23 2.472 -2.623 -2.831  0.1002
C11 4.589 -0.619 -3.154  -0.0638
C12 3.557 -2.888 -2.812  -0.0243
N3 4.362 -1.774 -2.275  -0.1723
H24 5.080 0.178 -2.581  0.0912
C13 4.513 -1.702 -0.942  -0.2802
O3 4.613 -0.627 -0.287  -0.1442
H25 3.709 -3.758 -2.155  0.0892
H26 4.530 -2.686 -0.436  0.1514
H27 5.238 -0.944 -3.975  0.0885
H28 3.896 -3.112 -3.838  0.0932
O4 -1.774 0.894 -2.109  -0.3361
C14 -2.089 -0.341 -2.540  -0.4896
C15 -0.427 -2.098 -1.496  -0.0945
C16 -1.733 -1.653 -1.703  -0.2514
H29 0.398 -1.438 -1.779  0.0299
C17 -0.194 -3.364 -0.924  -0.1227
H30 -3.184 -0.286 -2.469  0.1100
C18 -2.808 -2.448 -1.296  -0.1078
H31 0.829 -3.747 -0.802  0.0884
C19 -1.279 -4.172 -0.557  -0.1466
C20 -2.584 -3.713 -0.769  -0.1057
H32 -3.824 -2.048 -1.430  0.1107
H33 -1.119 -5.172 -0.125  0.0896
H34 -3.436 -4.372 -0.564  0.0947
Si1 -2.239 3.907 -1.898  0.1242
Cl2 1.853 0.571 -1.692  0.1233
C21 -0.492 3.991 -1.282  -0.2100
C22 -2.978 5.722 -1.742  -0.2765
C23 -2.494 3.684 -3.742  -0.2097
H35 -0.055 2.972 -1.290  -0.0007
H36 -0.479 4.434 -0.267  0.0200
H37 0.095 4.637 -1.962  0.0381
H38 -1.678 3.068 -4.157  0.0110
H39 -2.489 4.670 -4.249  0.0303
H40 -3.469 3.193 -3.907  0.0469
H41 -2.962 6.040 -0.689  0.0003
H42 -4.030 5.717 -2.053  0.0094
H43 -2.442 6.473 -2.329  0.0048
S1 -2.361 -0.115 0.709  0.7301
C24 -2.741 0.267 2.287  -0.7763
C25 -1.727 0.328 3.283  -0.1882
C26 -2.023 0.784 4.559  -0.1738
C27 -3.346 1.088 4.914  -0.1604
C28 -4.366 0.993 3.953  -0.1308
C29 -4.071 0.611 2.653  -0.1454
H44 -0.716 0.036 3.000  0.0701
H45 -1.213 0.916 5.286  0.0859
H46 -3.569 1.404 5.935  0.0730
H47 -5.403 1.223 4.216  0.0888
H48 -4.830 0.561 1.876  0.0863



Record 2
C29H48N7O4PSeV | ωB97M-V/def2-TZVPD

Computed properties:
Max |F|: 0.0647 Eh/bohr
2S+1: 3
Electronic energy: -5504.8541 hartree
Frontier orbital gap (spin up / spin down): 0.24801 / 0.26948 Eh
Expectation value of S²: 2.01
Charge: +1

Last column: Löwdin charge in e.
Element x y z (Å)
V1 -0.231 0.471 -0.636  0.6864
C1 0.386 3.623 0.166  -0.0277
N1 -0.942 3.705 0.741  -0.1215
C2 -1.108 4.697 1.782  -0.0371
C3 -1.919 2.825 0.435  -0.3171
N2 -1.633 1.625 -0.040  -0.0219
C4 -2.578 0.882 -0.756  -0.3156
C5 -3.393 1.519 -1.680  -0.0515
C6 -4.273 0.804 -2.490  -0.0496
C7 -4.310 -0.562 -2.416  -0.0271
C8 -3.453 -1.262 -1.545  -0.1537
C9 -3.434 -2.673 -1.553  0.0018
C10 -2.549 -3.364 -0.771  -0.0342
C11 -1.686 -2.679 0.087  -0.0340
C12 -1.706 -1.297 0.179  -0.2678
N3 -0.877 -0.600 1.062  0.0761
C13 -0.628 -1.035 2.276  -0.3190
N4 0.332 -0.479 3.051  -0.1232
C14 0.296 -0.573 4.495  -0.0411
C15 1.453 0.288 2.564  -0.0240
N5 -1.369 -2.007 2.919  -0.1788
C16 -2.797 -2.121 2.770  -0.0359
C17 -0.725 -3.158 3.521  -0.0503
C18 -2.576 -0.546 -0.681  -0.0684
N6 -3.197 3.239 0.709  -0.1652
C19 -4.242 2.324 1.107  -0.0326
C20 -3.678 4.518 0.214  -0.0400
H1 0.926 4.533 0.420  0.1024
H2 0.314 3.568 -0.923  0.0597
H3 0.940 2.753 0.539  0.0765
H4 -0.296 4.597 2.505  0.0988
H5 -2.050 4.549 2.304  0.0928
H6 -1.085 5.713 1.384  0.1007
H7 -3.305 2.590 -1.811  0.1243
H8 -4.884 1.335 -3.203  0.1202
H9 -4.954 -1.125 -3.069  0.1237
H10 -4.124 -3.191 -2.198  0.1221
H11 -2.512 -4.444 -0.803  0.1171
H12 -0.990 -3.239 0.696  0.1077
H13 -0.692 -0.859 4.841  0.0946
H14 0.544 0.409 4.902  0.0963
H15 1.025 -1.291 4.878  0.0983
H16 1.471 0.318 1.476  0.0474
H17 2.380 -0.176 2.912  0.1037
H18 1.408 1.308 2.956  0.0983
H19 -3.194 -1.191 2.369  0.0962
H20 -3.236 -2.294 3.757  0.1010
H21 -3.088 -2.947 2.112  0.0909
H22 0.355 -3.086 3.426  0.0900
H23 -1.053 -4.068 3.008  0.0966
H24 -0.984 -3.257 4.578  0.0961
H25 -3.798 1.410 1.494  0.0939
H26 -4.921 2.071 0.286  0.0947
H27 -4.822 2.797 1.901  0.1008
H28 -2.868 5.079 -0.242  0.0970
H29 -4.118 5.108 1.021  0.0980
H30 -4.449 4.350 -0.545  0.0971
C21 3.613 -3.385 -1.610  -0.0076
C22 3.121 -2.777 -0.303  -0.6100
C23 4.134 -2.985 0.820  -0.0140
C24 1.779 -3.371 0.114  -0.0309
O1 3.014 -1.347 -0.458  -0.1356
P1 1.937 -0.614 -1.374  0.2931
O2 0.759 -1.411 -1.779  -0.2236
O3 1.491 0.581 -0.478  -0.4220
O4 2.644 -0.017 -2.646  -0.1558
C25 3.820 0.822 -2.741  -0.5966
C26 4.974 -0.060 -3.214  -0.0086
C27 4.137 1.471 -1.400  -0.0260
C28 3.492 1.888 -3.787  -0.0215
H31 3.613 -4.472 -1.544  0.0991
H32 4.622 -3.047 -1.835  0.0845
H33 2.956 -3.075 -2.418  0.0897
H34 4.325 -4.047 0.949  0.0956
H35 3.746 -2.586 1.752  0.0795
H36 5.068 -2.480 0.589  0.0914
H37 1.908 -4.409 0.409  0.1009
H38 1.077 -3.309 -0.711  0.0691
H39 1.390 -2.803 0.960  0.0747
H40 5.204 -0.813 -2.468  0.0723
H41 5.863 0.537 -3.392  0.0934
H42 4.698 -0.563 -4.135  0.0957
H43 4.250 0.708 -0.632  0.0784
H44 3.332 2.142 -1.101  0.0797
H45 5.057 2.045 -1.472  0.1009
H46 3.180 1.412 -4.710  0.0960
H47 4.370 2.499 -3.973  0.0936
H48 2.681 2.529 -3.444  0.0583
Se1 -0.176 1.540 -2.787  0.8473
C29 -1.232 0.333 -3.588  -0.7215
N7 -1.949 -0.423 -4.075  0.1170



Record 3
C29H48NP3PdSSe | ωB97M-V/def2-TZVPD

Computed properties:
Max |F|: 0.0425 Eh/bohr
2S+1: 5
Electronic energy: -5138.5171 hartree
Frontier orbital gap (spin up / spin down): 0.28437 / 0.15010 Eh
Expectation value of S²: 6.03
Charge: +4

Last column: Löwdin charge in e.
Element x y z (Å)
Pd1 -0.796 -0.231 -0.474  0.3447
P1 -3.009 -0.190 -0.963  0.7020
P2 0.030 -2.441 -0.645  0.7551
P3 -0.149 2.300 -0.735  0.8000
H1 4.073 -0.851 -1.821  0.0465
C1 4.135 0.097 -1.239  -0.0987
C2 4.172 0.095 0.097  -0.0542
H2 4.184 -0.849 0.657  0.0595
C3 -3.697 -0.130 -2.632  -0.2342
C4 -3.836 -1.656 -0.327  -0.2307
C5 -3.915 1.142 -0.162  -0.2281
C6 1.800 -2.911 -0.589  -0.2042
C7 -0.660 -3.433 0.707  -0.2366
C8 -0.555 -3.348 -2.122  -0.2547
C9 1.584 2.829 -0.639  -0.1970
C10 -0.914 3.233 0.595  -0.1758
C11 -0.795 2.992 -2.273  -0.2046
H3 4.239 1.020 -1.826  0.0580
H4 4.217 1.033 0.653  0.0600
H5 -4.793 -0.181 -2.559  0.0918
H6 -3.303 -0.957 -3.234  0.0419
H7 -3.377 0.794 -3.125  0.0494
H8 -4.913 -1.534 -0.513  0.0865
H9 -3.650 -1.754 0.748  0.0596
H10 -3.463 -2.571 -0.798  0.0484
H11 -4.987 0.907 -0.244  0.0883
H12 -3.709 2.105 -0.647  0.0515
H13 -3.620 1.256 0.889  0.0530
H14 1.864 -3.958 -0.917  0.0804
H15 2.215 -2.826 0.425  0.0434
H16 2.384 -2.273 -1.263  0.0250
H17 -0.352 -4.485 0.557  0.0884
H18 -1.763 -3.373 0.720  0.0461
H19 -0.271 -3.090 1.684  0.0271
H20 -0.169 -4.374 -2.123  0.0828
H21 -0.201 -2.831 -3.027  -0.0309
H22 -1.648 -3.359 -2.144  0.0488
H23 1.557 3.881 -0.930  0.0787
H24 2.223 2.259 -1.320  0.0412
H25 1.949 2.731 0.391  0.0675
H26 -0.737 4.297 0.356  0.1050
H27 -0.448 3.015 1.571  0.0416
H28 -1.996 3.059 0.668  0.0535
H29 -0.432 4.022 -2.352  0.0865
H30 -1.889 3.010 -2.252  0.0602
H31 -0.448 2.396 -3.127  0.0170
C12 1.086 -0.106 -4.999  -0.5912
C13 2.472 -0.260 -4.701  -0.0630
C14 3.427 -0.162 -5.702  0.0091
C15 3.060 0.147 -7.024  0.0651
C16 1.705 0.372 -7.323  0.0135
C17 0.740 0.285 -6.326  -0.0724
Se1 -0.310 -0.408 -3.859  1.1093
H32 0.361 0.812 -1.138  -0.0187
H33 2.744 -0.467 -3.666  0.0828
H34 4.478 -0.320 -5.460  0.1424
H35 3.823 0.222 -7.809  0.1568
H36 1.404 0.609 -8.348  0.1481
H37 -0.309 0.485 -6.560  0.1231
N1 -0.612 -0.260 1.618  -0.3921
S1 0.574 0.227 2.599  1.0826
C18 -0.195 1.530 3.530  -0.4845
C19 0.639 2.553 4.015  -0.0765
C20 0.089 3.585 4.779  -0.0222
C21 -1.279 3.604 5.046  -0.0163
C22 -2.098 2.577 4.582  -0.0274
C23 -1.556 1.525 3.831  -0.0979
C24 0.738 -1.069 3.874  -0.3628
C25 0.250 -0.921 5.175  -0.0412
C26 0.324 -1.998 6.060  -0.0155
C27 0.913 -3.199 5.681  -0.0106
C28 1.450 -3.321 4.401  -0.0342
C29 1.389 -2.249 3.506  -0.1137
H38 -1.317 -0.806 2.102  0.0300
H39 1.705 2.523 3.809  0.1213
H40 0.725 4.392 5.154  0.1363
H41 -1.725 4.433 5.610  0.1397
H42 -3.170 2.579 4.791  0.1308
H43 -2.171 0.690 3.505  0.1080
H44 -0.169 0.027 5.500  0.1150
H45 -0.077 -1.889 7.057  0.1306
H46 0.945 -4.045 6.369  0.1377
H47 1.928 -4.251 4.097  0.1284
H48 1.885 -2.316 2.529  0.0901



> The lowest 2S+1 belongs to which entry?

C29H48N7O4PSeV



> Look up the max |F| of the third one.

0.0425 Eh/bohr